# 1
Molecular formula: C23H38Br2F2O10P2
Method: DFT, the ωB97M-V functional and the def2-TZVPD basis

Each line ends with the Mulliken charge.
Cartesian coordinates (Å):
C 0.407 4.472 6.575  -1.383
C -0.805 3.589 6.561  0.583
Br -1.292 2.844 4.881  -0.117
C -1.527 3.286 7.629  -0.324
Br -1.032 3.979 9.344  -0.042
C -2.692 2.368 7.619  0.127
C -3.957 2.733 7.369  0.533
C -4.342 4.157 7.006  0.319
C -4.002 5.214 8.047  -1.264
F -5.703 4.251 6.743  -0.366
C -5.003 1.638 7.407  0.115
O -6.184 1.862 7.505  -0.508
C -4.561 0.219 7.365  -0.665
C -3.302 -0.110 7.613  0.367
F -2.885 -1.366 7.625  -0.267
C -2.298 0.946 7.899  0.625
O -1.197 0.676 8.312  -0.546
H 0.128 5.524 6.665  0.295
H 0.978 4.363 5.655  0.404
H 1.058 4.221 7.410  0.389
H -3.855 4.368 6.047  0.239
H -2.980 5.551 7.877  0.286
H -4.102 4.837 9.061  0.319
H -4.630 6.085 7.871  0.430
H -5.284 -0.564 7.176  0.464
O 2.826 -0.468 -0.318  -0.814
P 2.100 0.681 0.322  1.261
O 1.744 1.463 -1.117  -0.447
C 1.328 0.755 -2.279  -0.164
C -0.173 0.522 -2.313  -1.093
O 3.326 1.582 0.896  -0.298
C 4.623 1.025 1.113  -0.294
C 5.505 1.218 -0.103  -1.015
O 1.074 1.712 1.086  -0.393
C -0.325 1.751 0.834  -0.163
C -1.044 0.510 1.325  -1.134
H 1.856 -0.193 -2.388  0.264
H 1.608 1.374 -3.134  0.314
H -0.502 -0.056 -1.446  0.178
H -0.455 -0.021 -3.217  0.394
H -0.708 1.474 -2.306  0.301
H 4.556 -0.027 1.387  0.332
H 5.047 1.555 1.968  0.342
H 5.023 0.843 -1.005  0.255
H 6.457 0.701 0.028  0.364
H 5.707 2.279 -0.259  0.281
H -0.512 1.942 -0.221  0.123
H -0.701 2.621 1.376  0.349
H -0.596 -0.401 0.917  0.381
H -2.096 0.539 1.037  0.347
H -0.985 0.442 2.412  0.314
O 0.686 -2.580 -5.512  -0.790
P 1.330 -3.319 -6.653  1.158
O 0.435 -4.713 -6.656  -0.407
C -0.979 -4.695 -6.515  -0.262
C -1.698 -4.458 -7.830  -0.941
O 2.645 -3.813 -5.798  -0.356
C 3.017 -3.176 -4.576  -0.328
C 2.366 -3.860 -3.385  -1.013
O 2.233 -3.808 -7.933  -0.344
C 1.658 -4.120 -9.201  -0.167
C 1.107 -2.901 -9.912  -1.038
H -1.287 -3.955 -5.775  0.266
H -1.256 -5.675 -6.120  0.329
H -1.403 -3.502 -8.271  0.166
H -2.778 -4.446 -7.677  0.405
H -1.467 -5.245 -8.549  0.253
H 2.774 -2.115 -4.598  0.284
H 4.103 -3.252 -4.496  0.378
H 1.288 -3.955 -3.510  0.245
H 2.560 -3.298 -2.470  0.332
H 2.764 -4.870 -3.270  0.321
H 0.906 -4.902 -9.087  0.228
H 2.469 -4.551 -9.790  0.345
H 0.398 -2.360 -9.278  0.289
H 0.599 -3.191 -10.832  0.342
H 1.911 -2.209 -10.166  0.308

Computed properties:
Spin multiplicity   1
E_tot   -209038.407 eV

---

# 2
Molecular formula: C8H15NO
Method: DFT, the ωB97M-V functional and the def2-TZVPD basis

Each line ends with the natural charge from an NBO analysis.
Cartesian coordinates (Å):
C -2.862 1.411 -0.611  -0.620
C -2.160 0.369 0.162  -0.121
C -2.374 -0.928 0.034  0.402
C -1.364 0.960 1.274  -0.620
C 2.095 -0.141 1.295  -0.655
C 1.050 -1.638 -0.461  -0.629
C 2.493 0.325 -1.044  -0.433
C 1.895 -0.416 -0.107  0.059
N -2.811 -1.994 -0.751  -0.328
O -2.127 -2.160 0.525  -0.355
H -2.915 2.275 -0.018  0.215
H -3.773 1.085 -1.046  0.220
H -0.863 1.791 0.732  0.220
H -2.104 1.251 1.985  0.218
H -0.704 0.282 1.785  0.216
H 2.922 0.489 1.346  0.215
H 2.420 -1.080 1.806  0.213
H 1.221 0.379 1.703  0.218
H 1.518 -2.508 0.039  0.206
H 0.167 -1.384 -0.011  0.214
H 1.083 -1.817 -1.492  0.215
H 2.240 0.061 -2.108  0.185
H -2.276 1.714 -1.455  0.219
H 3.094 1.135 -0.878  0.187
H -3.802 -2.206 -0.643  0.339

Computed properties:
Spin multiplicity   1
E_tot   -12071.819 eV
ΔE to the lowest compared entry with this formula, charge and spin   5.714 eV

---

# 3
Molecular formula: C17H16N6O4
Method: DFT, the ωB97M-V functional and the def2-TZVPD basis

Each line ends with the natural charge from an NBO analysis.
Cartesian coordinates (Å):
N 4.130 -1.254 1.461  -0.378
C 3.238 -0.506 1.324  0.278
C 2.199 0.429 1.052  -0.354
C 2.418 1.273 -0.222  -0.057
C 1.100 1.852 -0.635  -0.016
N 0.660 2.074 -1.925  0.390
O 1.183 2.090 -3.029  -0.436
O -0.715 2.467 -1.796  -0.173
N -1.126 2.452 -0.473  -0.087
C 0.002 2.035 0.207  0.187
C 0.098 1.602 1.584  -0.180
N -0.756 2.023 2.671  0.510
O -1.830 2.635 2.503  -0.394
O -0.336 1.735 3.827  -0.453
C 1.155 0.714 1.910  -0.036
H 3.070 2.139 0.042  0.229
H 1.142 0.272 2.903  0.269
C 4.080 -4.302 -2.426  -0.413
N 3.397 -3.670 -3.517  -0.454
C 2.941 -4.575 -4.553  -0.206
C 1.948 -3.756 -5.380  -0.416
C 1.678 -2.466 -4.580  -0.397
C 2.405 -2.649 -3.217  -0.053
C 3.069 -1.401 -2.653  -0.026
C 4.316 -1.030 -3.149  -0.089
C 4.915 0.113 -2.635  -0.228
C 4.264 0.863 -1.667  0.117
N 3.029 0.522 -1.220  -0.266
C 2.447 -0.635 -1.670  0.109
H 4.499 -3.566 -1.732  0.208
H 3.428 -4.988 -1.850  0.176
H 4.903 -4.908 -2.830  0.208
H 3.801 -4.931 -5.139  0.200
H 2.456 -5.470 -4.118  0.168
H 2.392 -3.521 -6.349  0.217
H 1.030 -4.326 -5.540  0.219
H 2.094 -1.599 -5.111  0.213
H 0.611 -2.289 -4.413  0.226
H 1.658 -3.012 -2.479  0.178
H 4.807 -1.673 -3.877  0.261
H 5.899 0.437 -2.974  0.248
H 4.691 1.752 -1.193  0.239
H 1.512 -0.943 -1.186  0.259

Computed properties:
Spin multiplicity   1
E_tot   -35009.809 eV
ΔE to the lowest compared entry with this formula, charge and spin   6.642 eV

---

# 4
Molecular formula: C3H12N2S
Method: DFT, the ωB97M-V functional and the def2-TZVPD basis

Each line ends with the natural charge from an NBO analysis.
Cartesian coordinates (Å):
C 1.308 -4.410 -2.828  -0.634
C 1.979 -3.058 -2.604  -0.488
S 2.838 -2.563 -4.213  -0.092
H 2.008 -5.251 -2.937  0.214
H 0.899 -4.407 -3.846  0.217
H 0.515 -4.630 -2.120  0.214
H 1.455 -2.187 -2.184  0.231
H 2.763 -3.246 -1.872  0.212
H 3.941 -3.343 -4.138  0.126
N -1.994 2.840 4.022  -0.804
C -2.213 3.270 2.600  -0.073
N -1.977 4.668 2.145  -0.824
H -1.007 3.073 4.178  0.335
H -2.487 3.597 4.503  0.336
H -1.649 2.622 1.926  0.174
H -3.281 3.098 2.471  0.167
H -2.123 5.285 2.940  0.344
H -0.977 4.639 1.957  0.345

Computed properties:
Spin multiplicity   1
E_tot   -17120.133 eV
ΔE to the lowest compared entry with this formula, charge and spin   0.713 eV

---

# 5
Molecular formula: C9H25LiN3O6
Method: DFT, the ωB97M-V functional and the def2-TZVPD basis

Each line ends with the natural charge from an NBO analysis.
Cartesian coordinates (Å):
Li 0.145 0.047 -0.338  0.871
O 1.877 -0.301 -1.454  -0.982
C 2.579 -1.391 -0.817  -0.055
C 3.775 -0.997 0.267  -0.163
O 4.797 -0.095 -0.217  -0.299
H 2.983 -2.043 -1.592  0.145
H 1.945 -2.064 -0.240  0.119
H 4.278 -1.864 0.694  0.149
H 3.341 -0.519 1.146  0.165
C -0.646 -1.077 -4.278  0.753
O -1.054 0.024 -4.091  -0.702
N -1.213 -1.886 -5.133  -0.828
N 0.369 -1.633 -3.716  -0.833
H -2.135 -1.674 -5.488  0.408
H -0.768 -2.791 -5.170  0.369
H 0.478 -2.621 -3.898  0.368
H 0.846 -1.118 -2.990  0.456
C -1.264 -2.805 -0.512  -0.244
O -0.696 -1.672 0.077  -0.580
C -0.833 -1.705 1.502  -0.064
C -0.188 -0.360 2.141  -0.245
N -0.378 0.817 1.344  -0.687
C 0.352 2.025 1.765  -0.230
C -0.353 2.831 2.874  -0.079
O -1.562 3.390 2.380  -0.553
C -2.041 4.450 3.202  -0.251
H -1.087 -2.777 -1.587  0.209
H -2.323 -2.873 -0.264  0.174
H -0.737 -3.682 -0.137  0.169
H -0.326 -2.621 1.807  0.188
H -1.902 -1.735 1.708  0.171
H 0.880 -0.571 2.191  0.200
H -0.502 -0.288 3.182  0.182
H -1.354 1.038 1.207  0.384
H 0.411 2.669 0.888  0.223
H 1.304 1.619 2.109  0.208
H 0.317 3.592 3.275  0.178
H -0.561 2.148 3.697  0.157
H -2.994 4.907 2.934  0.200
H -1.296 5.237 3.321  0.172
H -2.283 3.973 4.152  0.165
O -0.673 1.342 -1.612  -0.994
H -1.095 2.150 -1.903  0.488
H -0.410 0.904 -2.422  0.516

Computed properties:
Spin multiplicity   2
E_tot   -26696.274 eV

---

# 6
Molecular formula: C4H8N2
Method: DFT, the ωB97M-V functional and the def2-TZVPD basis

Each line ends with the natural charge from an NBO analysis.
Cartesian coordinates (Å):
C -1.479 1.264 0.640  -0.427
C -0.273 -1.344 -0.815  -0.432
N 0.856 -0.668 -1.042  -0.385
C 1.948 -0.471 -0.321  -0.354
C 0.376 0.529 2.294  0.272
N -0.473 0.861 1.556  -0.522
H -1.032 1.439 -0.342  0.221
H -1.949 2.182 0.999  0.218
H -2.222 0.471 0.541  0.230
H -0.364 -1.912 0.100  0.194
H -0.996 -1.408 -1.613  0.189
H 0.874 -0.198 -1.943  0.405
H 2.711 0.185 -0.710  0.190
H 2.022 -0.929 0.655  0.201

Computed properties:
Spin multiplicity   1
E_tot   -7254.197 eV
ΔE to the lowest compared entry with this formula, charge and spin   3.678 eV

---

no.,F_max (hartree/bohr)
1,0.1688
2,0.0813
3,0.0820
4,0.0472
5,0.0802
6,0.0236